P.
DFT (wB97M-V/def2-TZVPD) results for a single C4H3N molecule.

XYZ file:
```
8
Properties=species:S:1:pos:R:3:lowdin_charge:R:1
C -0.284 -1.098 -0.335 -0.20
C 0.449 -0.323 -1.282 0.15
C 0.225 0.899 1.121 -0.32
C -0.297 -0.316 0.719 -0.06
N 0.626 1.427 0.054 0.13
H -0.848 -1.995 -0.415 0.09
H -0.134 0.144 -2.084 0.06
H 0.263 1.261 2.222 0.13
```

## Properties
HOMO (spin up / spin down)	-7.56 / -9.23	eV
⟨S²⟩	2.10
frontier orbital gap (spin up / spin down)	7.7 / 7.5	eV
2S+1	3

---

Q.
DFT (wB97M-V/def2-TZVPD) results for 2 unconnected molecules or ions with the total composition C4H3N.

XYZ file:
```
8
Properties=species:S:1:pos:R:3:lowdin_charge:R:1
C 1.453 -0.327 -0.133 -0.07
C -0.521 1.062 -0.147 -0.15
C 0.825 0.901 0.013 0.06
C 0.237 -0.898 -0.040 -0.07
N -0.925 -0.284 -0.150 -0.01
H 2.404 -0.637 0.090 0.07
H -1.079 1.959 0.040 0.10
H -2.394 -1.776 0.327 0.07
```

## Properties
HOMO (spin up / spin down)	-8.95 / -9.28	eV
⟨S²⟩	2.04
frontier orbital gap (spin up / spin down)	7.4 / 7.0	eV
2S+1	3

---

P ends up most stable, edging out the next structure by 1.487 eV.

---

P.
DFT (wB97M-V/def2-TZVPD) results for 2 unconnected molecules or ions with the total composition C4H10NS.

XYZ file:
```
16
Properties=species:S:1:pos:R:3:lowdin_charge:R:1
C -1.505 -1.258 -0.234 -0.48
C 1.271 0.232 -0.786 -0.04
C -0.489 1.440 0.523 0.02
C 0.672 0.471 0.461 -0.43
N 0.905 -0.254 1.470 0.22
S -1.886 -1.857 -1.723 0.82
H -2.484 -0.869 0.265 0.00
H 1.104 -0.853 -1.105 0.11
H 2.352 0.502 -0.700 0.13
H 0.779 0.676 -1.694 0.12
H -0.303 2.084 1.383 0.11
H -0.691 1.893 -0.435 0.10
H -1.286 0.735 0.759 0.05
H 0.393 -0.099 2.354 0.17
H 1.752 -0.940 1.588 0.22
H -0.583 -1.903 -2.126 -0.12
```

## Properties
HOMO	-12.79	eV
frontier orbital gap	8.6	eV
net charge	+1

---

Q.
DFT (wB97M-V/def2-TZVPD) results for a molecular structure, C4H10NS.

XYZ file:
```
16
Properties=species:S:1:pos:R:3:lowdin_charge:R:1
C 1.249 -0.215 -0.216 -0.24
C 1.377 0.750 -1.295 -0.35
C -0.222 0.112 0.212 -0.70
C -0.805 0.073 1.778 0.01
N -1.175 -0.713 -0.561 0.15
S -0.060 1.745 -0.562 0.95
H 1.353 -1.250 -0.472 0.12
H 1.914 -0.028 0.525 0.10
H 2.228 1.314 -1.247 0.05
H 1.086 0.506 -2.428 0.14
H -0.557 1.014 2.312 0.10
H -0.210 -0.705 2.164 0.06
H -1.882 -0.052 1.861 0.08
H -2.048 -0.367 -0.110 0.16
H -1.166 -1.812 -0.438 0.24
H -1.082 -0.370 -1.524 0.14
```

## Properties
HOMO	-13.60	eV
frontier orbital gap	9.9	eV
net charge	+1

---

R.
DFT (wB97M-V/def2-TZVPD) results for a gas-phase ion, C4H10NS (charge +1).

XYZ file:
```
16
Properties=species:S:1:pos:R:3:lowdin_charge:R:1
C 0.935 -1.588 0.032 -0.12
C 0.753 -0.186 -0.437 -0.59
S 2.255 0.742 0.160 0.82
N -0.481 0.392 0.318 -0.08
C -1.261 1.641 0.036 -0.04
C -1.882 0.336 -0.179 -0.02
H 1.335 -1.419 1.055 0.09
H 1.508 -2.226 -0.550 0.08
H 0.023 -2.139 0.006 0.08
H 0.835 -0.154 -1.554 0.13
H 3.131 -0.150 0.313 -0.17
H -0.320 0.132 1.343 0.21
H -0.810 2.203 -0.787 0.14
H -1.585 2.338 0.857 0.16
H -2.539 -0.032 0.653 0.16
H -1.897 0.110 -1.265 0.15
```

## Properties
HOMO	-13.66	eV
SMILES	C[C@H](S)[NH+]1CC1
frontier orbital gap	10.5	eV
net charge	+1

---

Q ends up most stable, edging out the next structure by 0.616 eV.

---

P.
DFT (wB97M-V/def2-TZVPD) results for a gas-phase ion, C4H10NS (charge +1).

XYZ file:
```
16
Properties=species:S:1:pos:R:3:lowdin_charge:R:1
C 0.800 -0.572 -0.998 -0.17
C 1.849 -0.064 0.166 -0.19
C -0.514 -0.601 -0.380 -0.35
C -2.961 0.117 0.457 -0.39
N 2.173 1.293 0.005 0.07
S -1.592 0.700 -0.528 1.06
H 0.723 0.071 -1.769 0.06
H 0.985 -1.627 -1.299 0.15
H 1.505 -0.174 1.093 0.08
H 2.698 -0.615 -0.032 0.10
H -0.826 -1.395 0.456 0.16
H -3.839 0.820 0.502 0.07
H -2.819 0.151 1.594 0.08
H -3.336 -0.949 0.253 0.09
H 1.581 1.835 0.569 0.08
H 2.548 1.517 -0.865 0.08
```

## Properties
HOMO (spin up / spin down)	-13.32 / -13.32	eV
frontier orbital gap (spin up / spin down)	7.5 / 7.5	eV
net charge	+1

---

Q.
DFT (wB97M-V/def2-TZVPD) results for a molecular structure, C4H10NS.

XYZ file:
```
16
Properties=species:S:1:pos:R:3:lowdin_charge:R:1
C -1.137 1.599 -0.152 -0.09
C -1.702 0.221 -0.221 -0.05
C 0.875 -1.641 0.007 -0.13
C 0.926 -0.220 -0.395 -0.58
N -0.494 0.532 0.508 -0.04
S 2.367 0.730 -0.049 0.85
H -0.640 1.914 -0.989 0.09
H -1.492 2.466 0.335 0.13
H -2.517 0.185 0.440 0.11
H -1.645 -0.478 -1.159 0.18
H 0.675 -1.955 1.100 0.13
H 1.996 -2.099 -0.161 0.16
H 0.236 -2.153 -0.569 0.02
H 0.462 -0.147 -1.433 0.13
H -0.501 0.625 1.514 0.18
H 2.591 0.421 1.224 -0.10
```

## Properties
HOMO	-14.17	eV
frontier orbital gap	10.7	eV
net charge	+1

---

P ends up most stable, edging out the next structure by 0.421 eV.

---

P.
DFT (wB97M-V/def2-TZVPD) results for a gas-phase ion, C4H10NS (charge +1).

XYZ file:
```
16
Properties=species:S:1:pos:R:3:lowdin_charge:R:1
C -1.066 -0.888 -1.171 -0.05
C -0.125 -0.405 -0.096 -0.72
N -0.693 -0.582 1.330 0.24
C 0.167 1.114 -0.289 -0.15
C 1.751 0.924 0.278 -0.39
S 1.680 -0.827 -0.106 0.94
H -1.604 -1.730 -0.809 0.07
H -0.379 -1.291 -1.957 0.11
H -1.714 -0.031 -1.612 0.14
H -1.699 -0.293 1.329 0.20
H -0.083 -0.071 1.865 0.10
H -0.606 -1.548 1.494 0.14
H -0.274 1.999 0.155 0.12
H 0.369 1.244 -1.346 0.11
H 2.462 1.486 -0.392 0.10
H 1.814 0.900 1.327 0.03
```

## Properties
HOMO	-13.56	eV
SMILES	C[C@]1([NH3+])CCS1
frontier orbital gap	10.0	eV
net charge	+1

---

Q.
DFT (wB97M-V/def2-TZVPD) results for a gas-phase ion, C4H10NS (charge +1).

XYZ file:
```
16
Properties=species:S:1:pos:R:3:lowdin_charge:R:1
C -1.067 0.603 1.020 0.03
N -0.072 0.415 -0.105 -0.29
C 1.266 0.047 0.487 0.01
C -0.494 -0.614 -1.025 -0.17
C 0.203 -0.217 -2.406 -0.43
S 0.779 1.360 -2.642 0.79
H -1.227 -0.223 1.660 0.09
H -0.825 1.537 1.606 0.13
H -2.014 0.804 0.461 0.11
H 0.199 1.269 -0.568 0.03
H 1.132 -0.868 1.174 0.15
H 1.851 -0.363 -0.323 0.09
H 1.766 0.888 0.841 0.09
H -1.617 -0.489 -1.072 0.15
H -0.044 -1.563 -0.696 0.14
H 0.513 -1.010 -3.090 0.07
```

## Properties
HOMO	-13.80	eV
SMILES	C[NH+](C)CC=S
frontier orbital gap	8.6	eV
net charge	+1

---

P ends up most stable, edging out the next structure by 0.213 eV.

---

P.
DFT (wB97M-V/def2-TZVPD) results for a single C3H6N2O2 molecule.

XYZ file:
```
13
Properties=species:S:1:pos:R:3:lowdin_charge:R:1
C 1.611 0.859 0.244 0.07
C 0.421 0.298 0.288 -0.16
C -0.649 0.118 -0.943 -0.19
N -1.051 -1.209 -1.313 0.01
N -0.126 0.036 1.646 -0.44
O 0.665 0.157 2.540 0.18
O -1.286 -0.258 1.664 0.07
H 2.133 1.104 1.110 0.05
H 1.889 1.132 -0.747 0.06
H -1.520 0.634 -0.893 0.08
H 0.062 0.463 -1.677 0.10
H -0.263 -1.811 -1.133 0.07
H -1.887 -1.523 -0.786 0.09
```

## Properties
HOMO (spin up / spin down)	-7.27 / -9.71	eV
⟨S²⟩	2.02
frontier orbital gap (spin up / spin down)	8.2 / 5.9	eV
2S+1	3

---

Q.
DFT (wB97M-V/def2-TZVPD) results for a single C3H6N2O2 molecule.

XYZ file:
```
13
Properties=species:S:1:pos:R:3:lowdin_charge:R:1
C 0.546 -1.053 1.523 0.03
C 0.564 0.167 0.967 -0.17
C -1.067 -0.543 -0.786 0.04
N -0.089 0.450 -0.196 -0.05
N 0.316 1.473 -0.931 -0.51
O 1.080 2.218 -0.384 0.04
O -0.070 1.539 -2.042 0.06
H 1.240 -1.187 2.357 0.07
H 0.009 -1.946 1.015 0.10
H 1.045 1.077 1.354 0.12
H -0.366 -1.126 -1.355 0.10
H -1.534 -1.076 -0.006 0.07
H -1.673 0.006 -1.517 0.10
```

## Properties
HOMO (spin up / spin down)	-5.37 / -10.53	eV
⟨S²⟩	2.01
frontier orbital gap (spin up / spin down)	6.1 / 7.9	eV
2S+1	3

---

P ends up most stable, edging out the next structure by 0.371 eV.